The following is a DFT calculation (ωB97M-V with the def2-TZVPD basis set) of 7 unconnected molecules or ions with the total composition C54H73N9O2.

```
138
Properties=species:S:1:pos:R:3:forces:R:3
O -3.34925 -1.22741 -2.49352 -0.38 -0.04 -1.84
O -5.92559 0.99882 -2.10146 2.13 -1.51 1.27
N 4.53280 -6.42748 -0.77962 1.51 -5.13 -0.62
N -4.73137 3.91951 -6.59882 -0.08 0.03 -0.02
N 0.72124 3.44619 -1.79891 -0.09 0.00 0.06
N 5.29997 3.07994 -1.46625 -0.08 0.10 0.00
N -1.14743 -4.37046 -0.55024 0.62 6.27 -2.70
N -1.37038 -0.15725 10.11675 0.07 0.00 -0.02
N 2.29814 -0.00936 -2.48423 -4.05 -2.03 4.71
N -0.85094 1.24400 -7.69072 -0.04 -0.04 0.13
N 6.12435 0.94945 2.01338 0.03 -0.02 -0.05
C 4.38012 2.71499 -2.41358 -0.08 -0.11 -0.02
C -0.44852 -0.36214 11.10877 0.02 -0.01 0.07
C -1.80762 1.84337 -6.91611 -0.05 0.00 -0.04
C 5.84106 -7.11611 -0.81936 -0.77 -3.73 -1.03
C -1.02551 -3.23618 -0.97369 0.24 -3.27 2.79
C 4.16949 -8.90858 -1.33583 2.38 5.52 1.36
C 0.59656 -1.11950 -0.51778 0.91 0.12 0.18
C -0.35643 5.04558 -0.70015 0.09 -0.10 0.25
C -4.56904 -0.89421 -3.20019 -0.85 0.45 -0.47
C -2.32904 -1.79151 -3.35305 1.41 0.39 0.60
C -0.12709 1.14549 -5.59503 0.22 -0.17 -0.05
C 0.17467 0.81084 -6.89295 0.04 0.00 -0.02
C -0.97481 0.89868 9.33968 -0.03 0.07 -0.05
C -4.92980 0.69734 -3.14323 -0.33 -0.96 -1.44
C -1.38405 1.79974 -5.60991 -0.29 0.05 -0.09
C -4.06454 1.28780 -0.34510 -1.47 -2.94 2.18
C -5.35691 0.54932 -0.85931 2.28 -0.25 3.67
C 7.97946 0.59240 3.17738 -0.13 -0.25 0.00
C -5.41819 5.21835 -8.26213 0.11 -0.21 -0.17
C 0.21689 0.68144 4.97822 -1.24 0.04 0.38
C -5.91998 -0.61720 0.02315 2.51 1.45 0.76
C -0.05362 4.10064 -2.71698 -0.04 -0.09 -0.09
C -5.19768 -1.05287 1.34502 1.65 2.82 -1.69
C 0.22822 -1.67186 3.90297 -0.23 1.14 0.18
C -5.79570 5.81724 -7.03516 -0.02 -0.02 0.28
C 0.20834 1.37872 9.84666 -0.15 0.06 -0.23
C 4.37018 -4.97040 -0.48406 0.20 0.50 -0.46
C 4.29715 3.72951 -3.33623 -0.12 -0.23 0.05
C 3.56315 -7.47460 -1.05921 0.83 -2.56 -0.68
C 1.55371 -0.41948 -1.62027 2.01 0.64 -2.56
C 5.79810 4.31933 -1.76967 0.08 0.07 0.01
C -4.31719 -0.55840 4.41375 0.64 -0.22 0.43
C -1.82959 0.06074 3.52241 0.22 0.00 0.22
C -1.40381 -1.07918 5.95693 0.04 0.76 -0.14
C 6.82914 0.00424 2.71031 0.02 -0.07 0.06
C -5.36199 4.99189 -6.02625 0.00 0.05 0.06
C 2.46429 -3.06364 -0.74417 0.64 0.55 0.26
C 0.54703 4.01841 -0.56698 -0.02 -0.08 0.02
C -2.93544 -2.38716 3.12710 0.44 -0.49 -0.79
C 6.81667 2.13185 2.02379 0.02 0.09 -0.02
C 2.86394 -4.51470 -0.16165 -0.79 -0.12 0.60
C 0.54210 0.57919 10.96774 -0.04 -0.23 0.18
C 5.19597 4.74608 -2.92835 0.18 0.11 0.19
C -0.77663 -0.55879 4.56988 1.51 0.39 0.40
C -0.77257 -1.67123 -1.16674 -0.89 -0.14 -0.93
C -3.16320 -0.79780 3.27434 -1.79 -0.17 -1.02
C -3.88189 -0.33374 1.88058 -1.76 1.34 -3.50
C 5.71706 -8.64565 -1.17653 -3.46 3.75 0.70
C -3.37081 0.85943 0.99389 -2.45 -1.65 -1.21
C 7.97131 1.94083 2.74270 -0.10 0.21 -0.16
C -0.90931 -1.27582 -2.72869 -1.49 -0.28 -0.21
C -4.76571 4.04736 -7.96245 0.03 0.01 -0.04
C -0.73779 5.09733 -2.06341 -0.03 -0.08 -0.23
C 1.48093 -2.22218 0.25382 1.42 0.21 0.09
H -0.59138 -0.99022 6.76204 -1.20 -0.30 -1.09
H 1.32727 2.66439 -1.99819 0.00 0.20 -0.02
H -0.05252 3.80017 -3.75450 0.01 0.07 0.08
H 8.72711 2.68869 2.93352 -0.09 -0.08 -0.03
H -6.88429 -1.16918 -0.30252 1.89 1.07 0.60
H -3.88132 -2.95884 2.76944 1.49 1.26 0.69
H 2.73231 -4.51998 0.99182 0.20 0.10 -1.90
H 2.43192 -7.27408 -1.10387 2.20 -0.10 0.16
H -3.99715 1.36006 -3.07552 -1.24 -1.09 0.18
H 0.77179 2.21232 9.45320 -0.07 -0.09 0.03
H -6.32715 6.74857 -6.90421 0.06 -0.11 0.00
H 0.87999 -2.90408 0.96004 0.55 1.12 -1.43
H -2.42974 1.45112 1.28945 -1.74 -1.03 -0.47
H 5.11301 -4.73655 0.37650 -1.49 -0.28 -1.35
H 0.58192 1.23421 4.04381 -0.23 -0.91 1.31
H -1.92023 2.19473 -4.75829 0.06 0.01 -0.06
H -2.14074 -2.58962 2.30296 -1.25 0.34 1.38
H -1.43441 5.78751 -2.51698 0.09 -0.06 0.03
H -2.35316 -1.37765 -4.42668 -0.21 -0.64 1.55
H -1.23262 0.24516 2.54026 -1.13 -0.56 1.52
H 2.04559 -3.12394 -1.82018 0.52 -0.11 1.79
H -2.20848 -0.69951 9.97958 0.19 0.12 0.02
H 3.62093 -9.88200 -1.58277 0.85 1.93 0.48
H 2.20520 -1.62749 0.94414 -1.31 -0.98 -1.04
H 0.35276 -1.35961 2.79663 -0.22 -0.89 1.62
H -2.58675 -2.91345 4.08165 -0.46 1.00 -1.25
H 0.32445 -0.30316 0.25654 0.42 -1.20 -1.47
H 6.42773 3.00532 1.52126 0.05 -0.02 0.12
H -4.34621 0.55443 4.72229 -0.02 -1.79 -0.48
H -4.08346 -1.21823 5.33948 -0.35 1.25 -1.48
H -2.70388 2.24905 -7.35996 0.17 -0.01 0.02
H -0.57733 -1.15707 11.82813 0.04 0.11 -0.06
H 8.74291 0.10541 3.76646 -0.10 0.05 -0.07
H 1.07853 3.64584 0.29621 -0.04 0.08 -0.07
H 6.88690 -6.68262 -0.64771 -2.18 -0.07 -0.19
H 5.38119 5.68658 -3.42654 -0.01 -0.10 0.07
H -0.08828 -1.70200 -3.40339 -0.90 0.74 1.22
H 5.56761 2.52366 -0.66992 0.03 0.11 -0.22
H 2.05719 -5.24969 -0.55312 1.64 1.07 0.59
H -4.32299 3.29667 -8.60009 -0.08 0.11 0.01
H -0.16856 -2.73603 4.04189 0.69 1.51 -0.47
H -4.51504 -1.17262 -4.32231 0.20 0.38 1.76
H -3.60618 2.14412 -0.94487 -0.80 -1.35 0.98
H 1.02908 0.30464 -7.31670 -0.07 0.08 0.08
H -0.43010 1.44380 5.57328 1.21 -1.18 -0.89
H -0.96981 -0.12004 -2.78034 0.39 -1.90 0.00
H 6.57219 -9.41618 -1.28002 -1.61 1.73 0.26
H -1.81343 -2.14725 5.93897 0.61 1.54 -0.08
H -5.60478 -1.92367 1.96666 0.47 1.48 -1.23
H 4.74632 -4.39760 -1.40709 -0.59 -0.79 1.29
H -5.43092 0.92096 -4.16737 0.57 -0.17 1.89
H 3.42298 -2.41228 -0.82871 -1.54 -1.13 0.02
H -5.60380 5.60121 -9.25518 0.03 -0.06 0.11
H -2.40786 -2.94108 -3.35092 0.20 1.65 -0.09
H 1.41133 0.68057 11.60124 -0.10 -0.02 -0.06
H 0.48859 0.94076 -4.73040 -0.01 0.01 -0.09
H -0.89494 1.13746 -8.69187 0.01 0.03 0.21
H -5.44610 5.07558 -4.95299 0.00 0.02 -0.12
H 1.27770 -1.54828 4.38544 -1.85 -0.47 -0.69
H -2.12145 1.12802 3.88502 0.32 -1.84 -0.51
H -1.63663 -1.11461 -0.62225 1.29 -1.27 -0.90
H 6.53717 4.78849 -1.13739 -0.06 -0.03 -0.10
H -2.25369 -0.35380 6.24098 1.29 -1.18 -0.27
H 5.23583 0.79839 1.56276 0.18 0.01 0.14
H 1.07516 0.31393 5.66438 -1.37 0.69 -1.32
H 3.65916 3.73910 -4.20825 0.06 -0.01 0.09
H 3.86653 1.76700 -2.35043 0.10 0.09 -0.10
H -0.70360 5.68847 0.09582 0.06 -0.06 -0.08
H -5.45100 -1.50786 -2.76765 1.39 1.14 -0.53
H -5.35507 -0.87793 4.05104 1.61 0.55 0.32
H -1.56876 1.21745 8.49608 0.08 0.00 0.09
H -4.30883 3.15536 -6.09559 -0.11 0.18 -0.07
H 6.45170 -1.00210 2.81452 0.07 0.11 0.02
```
Forces are in eV/Å.

HOMO level = -7.7 eV
Structure (SMILES) = CC(C)(C)CC(C)(C)c1ccc(OCCOCC[C@@H](C#N)[C@H](C#N)CCCCn2cccc2)cc1.c1cc[nH]c1.c1cc[nH]c1.c1cc[nH]c1.c1cc[nH]c1.c1cc[nH]c1.c1cc[nH]c1
Molar mass = 880.239 g mol⁻¹
LUMO level = -0.255 eV
Kohn-Sham gap = 7.4 eV
Multiplicity = 1

***

The following is a DFT calculation (ωB97M-V with the def2-TZVPD basis set) of 10 unconnected molecules or ions with the total composition C40H110N10O10.

```
170
Properties=species:S:1:pos:R:3:forces:R:3
O 4.60218 -4.42483 -3.05936 -0.17 0.42 -0.48
O 1.27412 -0.69126 -6.51267 0.30 -0.35 1.25
O 0.39344 -0.83043 0.37825 -0.60 0.31 0.96
O -6.32725 -2.73969 -0.12235 -0.26 -0.62 0.20
O -2.37897 3.81578 2.98552 -0.03 0.39 0.59
O -4.09590 -0.15776 3.84071 -0.63 -0.55 0.02
O 0.54529 -1.23304 5.88658 0.52 -0.24 0.03
O 4.57610 1.56204 1.76309 -0.51 0.13 0.11
O -0.20904 3.76809 -2.75440 0.54 0.16 -0.18
O -2.54493 -4.04609 -3.02825 0.59 -0.27 0.62
N 5.19662 5.22153 2.38869 0.38 -0.67 0.27
N 0.78663 2.79275 -0.32042 -0.03 -0.30 1.36
N 3.89124 1.14625 -4.75291 0.34 0.77 0.57
N -6.01490 1.63454 1.24055 0.99 -0.24 0.44
N -0.81582 -3.28120 4.41695 0.98 -0.37 -0.95
N 1.16999 4.47556 3.01993 -0.32 0.36 0.03
N 2.50125 4.19661 -5.21208 -1.21 -0.61 -0.19
N -5.59743 -4.42233 2.22967 0.14 -0.99 0.05
N -1.32688 -0.67576 -2.24037 -0.11 0.46 -0.77
N 2.71280 -5.26485 -1.22869 0.03 -0.72 -1.06
C -5.03005 0.68369 1.82354 -0.88 -0.92 -0.30
C 1.97073 3.89964 -3.87628 1.15 1.35 1.43
C 2.15069 0.91054 -1.10823 0.52 0.75 0.01
C 2.53089 4.95870 -2.88158 -0.93 0.48 -0.06
C 2.25464 -3.00878 -1.80940 -0.84 0.59 -0.63
C -4.70267 0.98002 3.25892 1.31 0.89 0.31
C 4.42963 4.05303 1.96019 -1.21 -0.52 -0.40
C 3.36302 0.29832 -5.80667 0.71 -0.53 -0.39
C 0.05875 4.96255 5.07531 -0.41 -0.27 -0.04
C -0.08384 4.20521 3.75601 1.15 -0.59 -0.36
C -3.38109 0.13814 5.02212 -0.02 0.43 -0.28
C -2.28594 -5.32005 -2.48160 0.13 -0.53 -0.19
C -0.08954 -0.85734 -6.19987 -0.72 -0.34 -1.82
C -1.20670 4.57746 2.79679 -0.17 0.19 0.07
C 5.51498 -4.36715 -4.15142 -0.14 -0.87 0.69
C 0.18077 -4.95515 5.96127 0.16 0.23 -0.04
C 0.80112 1.32851 -0.49976 1.05 0.00 -1.03
C 3.95081 4.25601 0.52115 -0.97 -0.05 0.82
C 4.26406 -0.91799 -5.93526 0.56 -1.03 0.73
C -3.80461 0.59777 0.95368 0.58 0.22 -1.03
C -3.55359 -3.05598 2.53305 -0.91 -0.35 -1.69
C -0.06459 -1.63686 1.48633 0.44 0.77 -1.49
C -0.30486 -3.50944 5.77692 0.86 0.39 -1.00
C 0.92809 -2.60270 5.96412 -0.87 0.25 0.65
C 2.30232 -4.42409 -2.39673 0.91 0.53 2.36
C -2.33931 -1.73682 -2.39958 0.63 -0.05 1.57
C 1.93859 -0.08218 -5.39088 -0.03 0.61 -1.81
C -1.61096 -3.07984 -2.59650 -0.28 1.38 -0.67
C 5.20407 2.74034 2.17764 0.83 1.71 -0.58
C 3.69592 1.03971 2.72362 0.40 -0.36 0.89
C -3.41966 4.20212 2.11058 -0.21 -0.68 0.31
C -1.58926 3.67355 -2.87677 -1.46 -0.57 0.05
C -5.04591 -2.84048 0.46491 0.37 0.00 -0.22
C -4.99360 -3.11856 1.94276 0.11 -0.19 1.61
C -6.19122 -2.78962 -1.52007 0.77 0.81 -0.61
C 3.28142 -4.55357 -3.55879 -0.41 0.08 -0.04
C 1.66440 -0.40788 6.13876 -0.41 0.81 0.28
C 0.51807 0.52695 0.77552 -0.13 0.69 -0.88
C 0.44536 3.82191 -4.00257 0.81 -0.34 -0.10
C -3.33674 -1.38105 -3.49513 0.59 -0.55 0.71
H 0.03620 -2.63372 1.06723 -0.11 -0.36 0.71
H -3.13146 -5.94383 -2.76397 -0.01 -0.09 0.22
H 3.07431 -3.79190 -4.31983 0.04 0.23 0.05
H 3.40483 2.02055 -4.59595 -0.55 -0.38 -0.41
H 0.88022 4.53729 5.65688 0.11 -0.03 -0.14
H 1.37386 0.84658 -5.25655 0.16 0.12 0.77
H 1.94892 4.39612 3.65666 0.14 -0.10 -0.11
H 3.16865 -5.50650 -4.09018 0.01 -0.26 0.18
H 2.97237 1.10798 -0.41140 -0.17 -0.12 0.27
H 2.34985 5.98740 -3.21297 -0.05 -0.08 -0.31
H 4.03747 -1.58461 -6.76933 -0.68 0.00 0.21
H -0.88562 4.39067 1.76424 0.31 0.20 0.02
H -3.11138 -2.07310 2.38681 -0.02 0.05 0.48
H 3.10504 3.60216 0.29108 0.53 -0.60 -0.15
H 0.30717 6.00298 4.86644 -0.20 0.09 0.09
H -0.12181 2.99843 0.09319 0.09 0.27 0.03
H -5.55338 1.37438 3.82912 -0.18 -0.38 0.06
H 5.42877 2.78763 3.25188 0.39 -0.73 -0.01
H 5.26700 -3.55077 -4.83071 0.15 -0.01 -0.07
H 0.71086 -5.00600 6.91482 -0.51 -0.31 0.27
H 2.89571 1.71556 3.04683 -0.13 0.06 -0.42
H 5.33714 -0.76180 -6.09430 -0.11 0.87 0.08
H 2.48768 -0.45500 5.41807 -0.10 -0.58 -0.19
H -4.50308 -3.68661 0.01564 0.01 -0.04 -0.20
H -5.62787 -3.64527 -1.91034 -0.07 -0.32 0.42
H 3.60212 -4.91276 -0.88518 -0.06 0.16 -0.05
H -0.11476 3.12761 3.96242 -0.54 -0.02 0.12
H 2.97536 -6.16106 -1.64590 -0.14 -0.12 0.47
H -2.80085 -1.82093 -1.40503 -0.75 -0.24 -0.30
H 3.40254 5.20280 0.46550 0.64 0.40 -0.15
H -1.37367 -5.80770 -2.85099 0.01 0.28 -0.45
H 4.77013 4.17331 -0.18853 -0.08 0.13 -0.15
H -0.50477 -1.42588 -7.04080 0.06 -0.17 0.16
H -0.63226 -5.67110 5.86527 -0.03 0.00 0.33
H 0.14094 4.69968 -4.58405 -0.39 -0.08 -0.05
H -1.40650 5.65096 2.90660 -0.09 0.04 -0.13
H -3.03292 -0.09651 1.28565 -0.16 0.01 0.45
H 3.29692 0.09122 2.36659 -0.11 0.17 -0.22
H 4.23055 -1.44169 -4.97149 -0.12 -0.33 -0.21
H -5.58927 -1.92162 -1.83002 -0.11 0.06 -0.17
H 6.51840 -4.28743 -3.73786 -0.03 0.34 -0.01
H -2.12665 -5.32069 -1.39762 -0.47 0.30 0.11
H -0.58204 -0.86109 -1.57839 -0.11 -0.57 0.11
H -6.16173 1.26559 0.30686 -0.45 0.30 -0.03
H -3.97564 0.78350 5.67662 0.03 -0.06 0.13
H 2.40498 1.56045 -1.94988 -0.26 -0.11 -0.14
H -3.95813 -0.54529 -3.17531 0.15 0.24 -0.23
H -4.19327 3.45914 2.28191 -0.14 0.01 -0.47
H -4.05497 0.23988 -0.05309 -0.22 0.05 0.04
H 0.56437 -1.41244 2.34973 0.07 -0.43 0.17
H 3.49991 4.29759 -5.30603 0.10 0.01 0.43
H -1.78411 0.14560 -1.85870 -0.07 0.05 -0.16
H 1.26792 -4.70359 -2.59707 0.15 -0.12 -0.69
H -5.49848 -0.31093 1.81078 0.18 -0.09 0.17
H -0.39118 0.97235 1.20772 -0.26 -0.54 0.21
H 4.64816 6.05611 2.22991 -0.03 0.02 0.00
H 2.05521 5.07499 -5.45115 0.37 0.06 -0.42
H 0.75498 3.25627 -1.22691 0.05 -0.36 0.22
H 3.61185 4.84218 -2.81328 -0.01 -0.12 0.16
H 6.10290 2.84979 1.56431 0.26 -0.30 0.34
H -0.34258 -1.41225 -5.29506 0.42 0.23 0.31
H -2.45853 0.66887 4.76000 0.06 0.03 0.16
H 0.02916 1.15047 -1.25250 -0.13 -0.74 0.18
H 3.56010 3.90429 2.61334 -0.28 0.31 -0.26
H -2.04176 4.61578 -3.20429 0.04 0.01 0.12
H -4.47474 -1.94544 0.19081 0.10 0.07 0.23
H -0.83159 -2.87323 -3.34352 0.07 -0.46 -0.14
H -3.13572 -0.78496 5.54211 -0.06 -0.09 -0.12
H 1.53810 -2.94336 -0.98869 -0.11 -0.26 -0.05
H 2.25931 -0.11283 -1.46151 -0.45 -0.09 0.14
H -2.72828 -1.16093 -4.37223 -0.40 0.18 -0.25
H 1.29638 3.85763 2.22434 0.06 -0.02 0.03
H 1.92254 -0.72595 -4.51073 -0.01 0.04 0.12
H -1.14483 -3.30818 6.44371 0.42 0.21 0.43
H -5.39132 -4.68093 3.19238 -0.33 0.39 0.15
H 3.17424 -2.59869 -1.39129 0.32 -0.34 -0.38
H 4.25590 0.80418 3.64374 0.03 0.00 -0.04
H -5.53816 -2.45735 2.62644 -0.34 0.51 -0.82
H -3.32818 1.57005 0.79375 -0.07 0.09 0.26
H 0.03923 -3.43781 3.87076 -0.44 -0.64 -0.42
H -5.11052 -5.18426 1.75310 -0.06 0.35 -0.48
H -0.81237 4.87132 5.72525 -0.16 0.20 -0.21
H 0.23299 2.88295 -4.52171 -0.21 0.23 -0.44
H 5.47152 -5.34404 -4.64879 0.02 0.21 -0.44
H 2.05264 -0.59813 7.14198 0.15 -0.02 0.03
H -1.09994 -1.38728 1.71897 -0.10 -0.14 0.07
H 1.65969 -2.75564 5.16089 0.01 -0.53 0.05
H 0.95707 -5.28514 5.26312 -0.18 0.45 -0.42
H -1.11581 -3.34338 -1.65812 -0.05 -0.22 0.04
H -3.06619 4.16608 1.07623 -0.14 0.07 -0.14
H -3.69270 -3.35953 3.56382 0.66 0.23 0.19
H -2.95575 -3.78290 1.97364 0.24 -0.10 0.35
H -6.87117 1.52808 1.77351 -0.16 0.05 -0.26
H 3.37601 0.68052 -6.83423 -0.55 0.81 0.19
H 1.39349 -2.83329 6.93259 0.14 0.27 -0.01
H -0.89923 -2.29082 4.18632 -0.57 0.15 0.85
H 5.35404 5.14648 3.38957 0.13 0.25 -0.05
H 2.37040 2.99778 -3.41148 -0.24 -0.52 -0.70
H -7.12793 -2.74157 -2.06895 -0.34 -0.01 0.53
H 2.07320 4.93086 -1.89061 0.21 -0.38 0.08
H -3.89648 5.16437 2.31807 0.49 0.28 0.14
H -3.93049 1.76176 3.28868 -0.20 0.24 -0.04
H 1.30875 0.59111 1.52968 0.10 0.31 -0.15
H -0.63975 0.08879 -6.27358 0.17 0.19 0.60
H 4.85023 1.46141 -4.84667 0.13 -0.67 -0.39
H 1.87620 -2.32905 -2.58279 0.20 0.19 0.11
H 1.31945 0.62692 6.09816 -0.12 -0.04 0.11
H -3.99262 -2.23495 -3.65177 0.02 0.03 -0.27
H -1.96996 2.87728 -3.53648 0.68 0.12 -0.48
H -2.04433 3.33332 -1.94038 0.39 0.60 0.34
```
Forces are in eV/Å.

HOMO level = -8.9 eV
Structure (SMILES) = COC[C@H](C)N.COC[C@H](C)N.COC[C@H](C)N.COC[C@H](C)N.COC[C@H](C)N.COC[C@H](C)N.COC[C@H](C)N.COC[C@H](C)N.COC[C@H](C)N.COC[C@H](C)N
Molar mass = 891.380 g mol⁻¹
Energy relative to the best compared isomer or geometry (same formula, charge and spin) = 251.4 kJ/mol
LUMO level = 0.523 eV
Kohn-Sham gap = 9.4 eV
Multiplicity = 1